No. 1
ORCA calculation (ωB97M-V/def2-TZVPD) on a cluster of 5 separate species, C50H60IN6O11P in total.

Orbital gap = 7.374 eV
SMILES string = CCN1C(=O)c2c(CC[C@H](C)CCC=C(C)C)c(I)c(C[C@@H](O)CN)c(P(C)CC)c2C1=O.O=[N+]([O-])c1ccccc1.O=[N+]([O-])c1ccccc1.O=[N+]([O-])c1ccccc1.O=[N+]([O-])c1ccccc1
Largest force on an atom = 1.21 eV/A

Structure (XYZ):
```
129
C50H60IN6O11P | OMol25 | ωB97M-V/def2-TZVPD
C -1.730 2.205 2.485
C -2.578 1.587 3.595
N -2.670 0.131 3.528
C -3.667 -0.431 2.681
O -4.824 -0.453 2.961
C -2.931 -1.027 1.521
C -3.388 -1.403 0.264
C -4.834 -1.252 -0.108
C -5.216 0.187 -0.487
C -6.736 0.476 -0.411
C -7.099 0.855 1.024
C -7.597 -0.663 -1.026
C -8.622 -1.352 -0.113
C -8.015 -2.409 0.765
C -7.914 -2.395 2.097
C -6.883 -3.265 2.791
C -8.772 -1.539 2.993
C -2.405 -1.923 -0.610
I -3.002 -2.445 -2.567
C -1.054 -2.083 -0.231
C -0.028 -2.647 -1.193
C 0.791 -1.574 -1.933
O 0.885 -0.373 -1.171
C 2.187 -2.079 -2.347
N 2.967 -2.734 -1.299
C -0.640 -1.706 1.072
P 1.119 -1.906 1.582
C 1.040 -3.131 2.967
C 1.740 -0.314 2.265
C 3.101 -0.609 2.913
C -1.606 -1.165 1.920
C -1.497 -0.638 3.324
O -0.668 -0.846 4.150
H -1.575 3.261 2.704
H -0.740 1.758 2.424
H -2.233 2.170 1.521
H -3.595 1.962 3.492
H -2.221 1.929 4.564
H -5.471 -1.570 0.716
H -5.068 -1.897 -0.946
H -4.745 0.841 0.252
H -4.808 0.473 -1.457
H -6.896 1.370 -1.017
H -6.865 0.035 1.693
H -8.146 1.133 1.119
H -6.500 1.708 1.341
H -8.167 -0.213 -1.832
H -6.999 -1.440 -1.494
H -9.238 -0.655 0.446
H -9.319 -1.868 -0.783
H -7.634 -3.292 0.259
H -6.813 -2.987 3.839
H -5.905 -3.100 2.353
H -7.153 -4.322 2.778
H -8.251 -1.377 3.936
H -9.696 -2.055 3.241
H -8.960 -0.553 2.577
H 0.644 -3.281 -0.622
H -0.514 -3.270 -1.935
H 0.273 -1.358 -2.870
H 1.803 -0.274 -0.903
H 2.747 -1.212 -2.703
H 2.086 -2.802 -3.153
H 2.848 -2.295 -0.397
H 2.764 -3.719 -1.244
H 0.023 -3.473 3.128
H 1.471 -2.747 3.887
H 1.635 -3.990 2.667
H 1.052 0.200 2.928
H 1.903 0.330 1.403
H 3.086 -0.471 3.990
H 3.850 0.055 2.489
H 3.429 -1.627 2.698
O 7.562 0.898 2.433
N 6.849 0.219 1.718
O 5.719 0.526 1.391
C 7.376 -1.053 1.208
C 8.643 -1.457 1.590
C 9.126 -2.664 1.115
C 8.345 -3.442 0.267
C 7.080 -3.014 -0.113
C 6.585 -1.810 0.360
H 9.244 -0.846 2.246
H 10.111 -3.000 1.406
H 8.726 -4.386 -0.099
H 6.477 -3.615 -0.778
H 5.602 -1.475 0.064
O 8.113 7.376 1.366
N 8.102 7.355 2.581
O 8.395 8.297 3.290
C 7.707 6.099 3.240
C 7.400 4.999 2.460
C 7.048 3.811 3.082
C 7.004 3.743 4.468
C 7.307 4.861 5.235
C 7.663 6.051 4.621
H 7.438 5.061 1.383
H 6.809 2.947 2.493
H 6.733 2.813 4.950
H 7.269 4.805 6.315
H 7.902 6.923 5.211
O -8.059 -1.018 -4.056
N -7.491 -0.783 -5.104
O -7.181 -1.618 -5.928
C -7.143 0.620 -5.385
C -7.445 1.587 -4.445
C -7.096 2.902 -4.703
C -6.457 3.232 -5.891
C -6.169 2.248 -6.827
C -6.512 0.929 -6.576
H -7.943 1.324 -3.522
H -7.321 3.670 -3.975
H -6.181 4.260 -6.087
H -5.674 2.506 -7.752
H -6.289 0.157 -7.297
O 6.274 -2.642 -4.723
N 6.406 -1.861 -3.803
O 6.407 -2.166 -2.628
C 6.569 -0.435 -4.131
C 6.539 -0.042 -5.456
C 6.673 1.304 -5.756
C 6.838 2.232 -4.736
C 6.874 1.817 -3.412
C 6.739 0.473 -3.102
H 6.410 -0.769 -6.243
H 6.646 1.629 -6.787
H 6.938 3.283 -4.974
H 7.005 2.540 -2.619
H 6.763 0.143 -2.074
```


No. 2
ORCA calculation (ωB97M-V/def2-TZVPD) on a cluster of 6 separate species, C50H61BCl2F6N11O15S in total.

Net charge = +1
Orbital gap = 7.210 eV
Largest force on an atom = 4.66 eV/A

Structure (XYZ):
```
147
C50H61BCl2F6N11O15S | OMol25 | ωB97M-V/def2-TZVPD
C -0.539 6.540 -1.027
C 0.048 5.150 -0.539
C -0.870 4.715 0.692
N -0.183 3.672 1.442
C -0.838 2.540 2.087
N -2.196 2.974 2.242
C -3.354 2.388 1.675
O -4.041 1.554 2.064
F -3.899 3.084 0.606
C -2.691 3.963 3.138
O -3.505 3.709 3.928
F -2.247 5.250 3.255
C -0.616 1.317 1.048
C -1.007 1.804 -0.419
C -1.254 0.804 -1.553
C -1.639 1.742 -2.799
Cl 0.211 -0.055 -2.206
C -1.248 -0.024 1.549
C -0.935 -1.426 0.983
N -1.375 -2.344 2.125
N 0.399 -1.889 0.703
N -1.831 -1.949 -0.111
O 0.751 0.980 0.822
C 1.794 1.270 1.691
Cl 2.959 2.431 0.878
B 2.751 -0.094 1.703
C 3.616 -0.430 0.382
O 2.825 -1.011 2.738
C 1.347 1.529 3.162
C 2.472 1.785 4.223
C 3.735 2.646 3.955
C 5.053 1.827 3.579
O 5.721 2.360 2.425
N 0.004 2.277 3.410
S 0.576 3.981 3.864
C -0.756 1.799 4.596
F -1.063 2.929 5.344
F -1.981 1.224 4.321
C -0.230 0.932 5.778
F 0.301 1.639 6.851
F 0.597 -0.136 5.621
H -0.542 6.591 -2.133
H -1.614 6.567 -0.716
H -0.044 7.404 -0.540
H 1.070 5.265 -0.121
H -0.037 4.445 -1.389
H -1.858 4.513 0.231
H -0.961 5.682 1.249
H 0.621 3.434 0.869
H -1.856 2.519 -0.447
H -0.145 2.430 -0.756
H -2.157 0.168 -1.490
H -0.738 2.371 -3.016
H -2.477 2.428 -2.556
H -1.801 1.132 -3.711
H -2.364 -0.021 1.619
H -0.928 -0.098 2.624
H -1.382 -3.268 1.684
H -2.374 -2.138 2.235
H 0.482 -2.898 0.638
H 0.937 -1.392 0.004
H -1.346 -1.966 -1.003
H -2.704 -1.425 -0.141
H 3.052 -0.239 -0.559
H 4.586 0.109 0.431
H 3.810 -1.531 0.397
H 2.158 -1.719 2.701
H 1.011 0.473 3.384
H 2.086 2.108 5.218
H 2.868 0.765 4.473
H 3.680 3.478 3.224
H 4.022 3.155 4.911
H 5.799 1.938 4.408
H 4.870 0.735 3.493
H 5.630 3.324 2.427
H 1.714 4.243 3.166
H -1.120 0.492 6.296
C 1.739 2.951 -6.558
C 1.715 2.732 -5.186
C 1.971 3.776 -4.314
C 2.247 5.038 -4.825
C 2.282 5.266 -6.192
C 2.026 4.213 -7.061
N 2.491 6.147 -3.897
O 2.464 5.892 -2.704
O 2.697 7.250 -4.364
H 1.532 2.133 -7.238
H 1.492 1.745 -4.799
H 1.951 3.597 -3.247
H 2.501 6.248 -6.591
H 2.047 4.379 -8.131
C -3.256 5.969 -9.262
C -2.679 6.156 -8.012
C -2.145 5.077 -7.325
C -2.192 3.816 -7.902
C -2.772 3.616 -9.145
C -3.307 4.700 -9.826
N -1.606 2.676 -7.189
O -1.120 2.882 -6.089
O -1.632 1.588 -7.735
H -3.667 6.815 -9.799
H -2.642 7.146 -7.575
H -1.697 5.231 -6.352
H -2.813 2.632 -9.593
H -3.760 4.557 -10.799
C -0.048 -8.930 0.463
C -1.278 -8.618 1.030
C -1.862 -7.385 0.786
C -1.207 -6.475 -0.031
C 0.024 -6.774 -0.596
C 0.605 -8.008 -0.346
N -1.833 -5.178 -0.312
O -2.906 -4.939 0.216
O -1.246 -4.413 -1.059
H 0.404 -9.897 0.651
H -1.782 -9.340 1.661
H -2.820 -7.150 1.231
H 0.540 -6.064 -1.229
H 1.563 -8.251 -0.785
C -4.697 0.488 8.132
C -4.158 0.590 9.408
C -3.597 -0.525 10.014
C -3.579 -1.733 9.330
C -4.121 -1.846 8.058
C -4.682 -0.727 7.460
N -2.964 -2.909 9.958
O -2.514 -2.779 11.082
O -2.936 -3.943 9.316
H -5.129 1.361 7.656
H -4.172 1.540 9.929
H -3.179 -0.440 11.008
H -4.111 -2.788 7.526
H -5.107 -0.800 6.466
C 4.455 -11.523 -4.862
C 5.120 -11.028 -3.747
C 4.695 -9.851 -3.150
C 3.600 -9.181 -3.677
C 2.934 -9.662 -4.795
C 3.366 -10.838 -5.388
N 3.133 -7.950 -3.035
O 3.753 -7.543 -2.064
O 2.148 -7.404 -3.505
H 4.786 -12.446 -5.323
H 5.969 -11.564 -3.341
H 5.218 -9.473 -2.282
H 2.083 -9.137 -5.209
H 2.852 -11.225 -6.259
```


No. 3
ORCA calculation (ωB97M-V/def2-TZVPD) on a structure of composition C50H63FeN6O2.

Multiplicity = 6
Orbital gap (alpha / beta) = 5.757 / 5.675 eV
Largest force on an atom = 2.17 eV/A

Structure (XYZ):
```
122
C50H63FeN6O2 | OMol25 | ωB97M-V/def2-TZVPD
Fe 0.300 -1.192 -0.133
C 2.239 0.456 -5.783
C 1.832 -1.008 -5.571
C 0.925 -1.173 -4.393
C -0.423 -1.358 -4.383
C -1.351 -1.470 -5.551
C -1.672 -2.929 -5.899
C -0.825 -1.404 -2.988
C -2.120 -1.548 -2.521
C -2.545 -1.405 -1.194
C -3.916 -1.442 -0.772
C -5.092 -1.834 -1.612
C -5.837 -0.633 -2.204
C -3.923 -1.094 0.555
C -2.550 -0.890 0.931
C -2.126 -0.662 2.243
C -0.819 -0.626 2.702
N 0.279 -0.666 1.910
C 1.364 -0.749 2.720
C 2.671 -0.860 2.274
C 3.098 -0.923 0.947
N 2.286 -0.978 -0.144
C 3.094 -0.952 -1.241
C 2.657 -1.006 -2.564
C 1.348 -1.126 -3.004
N 0.268 -1.262 -2.195
C 4.472 -0.886 -0.836
C 4.476 -0.882 0.535
C 5.654 -0.794 1.452
C 5.914 0.644 1.923
C 5.649 -0.812 -1.756
C 5.887 0.612 -2.278
C 0.940 -0.721 4.110
C -0.418 -0.635 4.099
C -1.358 -0.617 5.263
C -1.851 0.794 5.606
C 1.861 -0.760 5.287
C 2.464 0.619 5.587
N -1.739 -1.066 -0.149
C -5.109 -0.919 1.449
C -5.414 0.563 1.710
H 2.922 0.551 -6.629
H 2.730 0.853 -4.894
H 1.358 1.068 -5.981
H 2.727 -1.619 -5.433
H 1.329 -1.375 -6.468
H -0.905 -0.980 -6.418
H -2.279 -0.938 -5.331
H -0.764 -3.461 -6.188
H -2.382 -2.984 -6.726
H -2.100 -3.442 -5.037
H -2.899 -1.711 -3.255
H -5.784 -2.415 -0.998
H -4.761 -2.489 -2.419
H -6.233 0.008 -1.414
H -6.672 -0.962 -2.826
H -5.164 -0.035 -2.822
H -2.910 -0.598 2.987
H 3.449 -0.880 3.027
H 3.428 -0.967 -3.323
H 6.542 -1.168 0.940
H 5.495 -1.435 2.322
H 6.135 1.288 1.071
H 6.760 0.680 2.612
H 5.036 1.047 2.428
H 5.500 -1.487 -2.602
H 6.542 -1.153 -1.229
H 5.002 0.984 -2.795
H 6.730 0.634 -2.970
H 6.101 1.290 -1.451
H -0.860 -1.046 6.134
H -2.217 -1.256 5.044
H -1.016 1.424 5.916
H -2.577 0.760 6.420
H -2.323 1.259 4.739
H 2.664 -1.477 5.101
H 1.317 -1.112 6.165
H 3.026 0.988 4.727
H 3.136 0.571 6.444
H 1.674 1.339 5.805
H -4.939 -1.423 2.404
H -5.982 -1.387 0.991
H -4.564 1.053 2.188
H -6.285 0.674 2.357
H -5.613 1.080 0.769
C -2.382 4.674 0.842
N -1.794 3.949 -0.275
N -0.597 3.291 0.012
C -0.581 2.043 -0.621
O 0.377 1.281 -0.551
C -1.854 1.947 -1.287
C -2.558 3.067 -1.009
C -3.955 3.415 -1.381
C 0.557 4.048 0.310
C 0.647 5.384 -0.078
C 1.787 6.112 0.218
C 2.845 5.515 0.886
C 2.756 4.181 1.256
C 1.617 3.442 0.978
H -1.594 5.194 1.380
H -2.898 3.999 1.533
H -3.089 5.409 0.461
H -2.157 1.111 -1.890
H -4.376 2.619 -1.990
H -3.986 4.348 -1.945
H -4.577 3.532 -0.491
H -0.170 5.838 -0.623
H 1.851 7.147 -0.093
H 3.735 6.087 1.116
H 3.581 3.708 1.773
H 1.543 2.399 1.253
C 0.391 -4.776 2.032
C -0.538 -3.919 1.168
C -1.445 -4.805 0.306
O 0.200 -3.066 0.377
H -0.181 -5.441 2.683
H 1.022 -4.130 2.645
H 1.035 -5.371 1.381
H -1.191 -3.337 1.848
H -0.828 -5.388 -0.381
H -2.123 -4.181 -0.280
H -2.033 -5.486 0.927
```